No. 1
Computed, not measured: a gas-phase ion, C6H10N (charge +1) in a non-equilibrium geometry, with ωB97M-V/def2-TZVPD.

Results
HOMO energy (alpha / beta)   -0.42560 / -0.47404 hartree
Multiplicity   1
Total charge   +1
Lowest unoccupied orbital energy (alpha / beta)   -5.35 / -3.67 eV

Last column: Mulliken charge in e.
Element x y z (Å)
C  -0.034  0.318  -0.430  1.04
C  -0.329  1.573  0.060  -1.30
C  2.344  0.273  0.426  -0.71
C  1.376  0.061  -0.751  -0.42
C  -0.815  -0.794  -0.342  -0.62
C  1.852  -1.058  0.020  -0.39
N  -2.278  -0.558  0.080  -0.27
H  -1.216  1.939  0.550  0.35
H  0.344  2.314  -0.141  0.35
H  3.374  0.754  0.329  0.27
H  1.988  0.446  1.418  0.26
H  1.890  0.247  -1.772  0.35
H  -0.594  -1.666  -0.790  0.53
H  1.593  -1.987  0.364  0.50
H  -2.466  -0.979  0.963  0.33
H  -2.831  -1.187  -0.543  0.39
H  -2.370  0.418  -0.236  0.34

Atoms 1-3, force components in eV/Å:
-0.7 1.1 0.5
-1.6 -1.1 -0.2
1.2 -0.8 0.0

No. 2
Computed, not measured: a gas-phase ion, C6H10N (charge +1) in a non-equilibrium geometry, with ωB97M-V/def2-TZVPD.

Results
HOMO energy   -0.51965 hartree
Multiplicity   1
SMILES   C=C1C[N+](=C)[C@H]1C
Total charge   +1
Lowest unoccupied orbital energy   -4.91 eV

Last column: Mulliken charge in e.
Element x y z (Å)
C  2.306  0.367  0.089  -0.87
C  1.014  0.514  0.253  0.41
C  -0.078  1.572  -0.167  -0.61
N  -1.041  0.553  0.221  0.19
C  -2.277  0.411  0.047  -0.09
C  -0.048  -0.512  0.675  -0.06
C  0.060  -1.778  -0.220  -1.16
H  2.955  -0.440  0.208  0.38
H  2.749  1.385  -0.344  0.19
H  -0.097  2.525  0.281  0.36
H  -0.032  1.708  -1.343  0.29
H  -2.737  -0.564  0.296  0.28
H  -2.949  1.238  -0.306  0.29
H  -0.215  -0.817  1.733  0.38
H  -0.299  -1.572  -1.266  0.37
H  -0.436  -2.626  0.328  0.33
H  1.123  -1.964  -0.484  0.32

Atoms 1-3, force components in eV/Å:
0.1 5.1 -1.8
-0.7 -0.4 0.9
2.6 -1.7 -2.9

No. 3
Computed, not measured: a gas-phase ion, C6H10N (charge +1) in a non-equilibrium geometry, with ωB97M-V/def2-TZVPD.

Results
⟨S²⟩   2.01
HOMO energy (alpha / beta)   -0.47297 / -0.51410 hartree
Multiplicity   3
Total charge   +1
Lowest unoccupied orbital energy (alpha / beta)   -3.50 / -8.40 eV

Last column: Mulliken spin population.
Element x y z (Å)
C  2.155  -0.385  -0.001  -0.01
C  0.847  -1.114  0.007  0.14
C  -0.811  0.827  0.022  1.07
C  -0.502  -0.407  0.026  0.37
C  -1.100  2.192  0.001  0.03
C  -1.687  -1.369  0.006  0.13
N  2.346  0.847  0.004  0.02
H  2.968  -1.127  -0.009  0.00
H  0.837  -1.762  -0.876  0.03
H  0.873  -1.775  0.878  0.03
H  3.302  1.190  0.003  0.00
H  -1.552  2.559  0.923  0.04
H  -1.664  2.494  -0.885  0.04
H  -0.101  2.652  -0.080  0.05
H  -1.521  -2.163  0.732  0.02
H  -1.770  -1.796  -0.992  0.04
H  -2.619  -0.860  0.242  -0.01

Atoms 1-3, force components in eV/Å:
1.1 -0.6 0.0
-0.6 1.0 0.0
-1.3 5.1 0.1

No. 4
Computed, not measured: a gas-phase ion, C6H10N (charge +1) in a non-equilibrium geometry, with ωB97M-V/def2-TZVPD.

Results
⟨S²⟩   2.01
HOMO energy (alpha / beta)   -0.35545 / -0.57047 hartree
Multiplicity   3
Total charge   +1
Lowest unoccupied orbital energy (alpha / beta)   -3.05 / -6.72 eV

Last column: Mulliken spin population.
Element x y z (Å)
C  1.516  -0.218  0.127  0.40
C  2.830  -0.242  -0.043  0.90
C  0.393  -0.528  0.960  0.28
C  0.250  0.357  -0.293  0.20
C  -0.358  1.650  -0.778  0.01
C  -2.059  -0.873  0.309  0.02
N  -0.608  -0.936  -0.050  0.10
H  3.408  0.300  -0.767  0.02
H  3.295  -0.791  0.746  0.02
H  -0.036  -0.127  2.136  0.02
H  0.146  2.457  -0.305  0.00
H  -1.357  1.571  -0.573  0.00
H  -0.144  1.755  -1.882  0.01
H  -2.548  -0.274  -0.418  0.00
H  -2.347  -1.837  0.216  0.01
H  -2.117  -0.507  1.369  0.00
H  -0.265  -1.756  -0.755  0.02

Atoms 1-3, force components in eV/Å:
-9.9 1.1 -0.7
7.1 -0.3 0.0
-0.8 1.6 4.2

No. 5
Computed, not measured: C6H10N2 in the gas phase, with ωB97M-V/def2-TZVPD.

Results
HOMO energy   -0.31028 hartree
Multiplicity   1
SMILES   C=C=NC(=C)N(C)C
Total charge   0
Lowest unoccupied orbital energy   0.97 eV

Last column: Mulliken charge in e.
Element x y z (Å)
C  1.386  -1.282  2.640  -1.14
C  0.670  -1.356  1.563  0.88
N  0.000  -1.587  0.575  -0.51
C  -0.638  -0.687  -0.272  0.54
C  -1.727  -1.100  -0.926  -0.87
N  -0.089  0.607  -0.308  0.10
C  -0.968  1.683  -0.687  -1.12
C  1.223  0.698  -0.916  -1.01
H  2.456  -1.194  2.596  0.25
H  0.933  -1.318  3.613  0.25
H  -2.115  -2.089  -0.756  0.31
H  -2.269  -0.461  -1.596  0.29
H  -1.911  1.571  -0.162  0.40
H  -0.504  2.624  -0.388  0.31
H  -1.160  1.725  -1.770  0.37
H  1.841  -0.135  -0.578  0.31
H  1.696  1.628  -0.605  0.35
H  1.177  0.673  -2.023  0.30

Atoms 1-3, force components in eV/Å:
0.4 0.1 0.5
-0.4 -0.1 -0.6
0.4 -0.8 0.3

No. 6
Computed, not measured: 3 unconnected molecules or ions with the total composition C6H10N2 in a non-equilibrium geometry, with ωB97M-V/def2-TZVPD.

Results
HOMO energy (alpha / beta)   -0.25054 / -0.24796 hartree
Multiplicity   1
Total charge   0
Lowest unoccupied orbital energy (alpha / beta)   0.75 / 0.90 eV

Last column: Mulliken charge in e.
Element x y z (Å)
C  0.272  1.740  0.582  -1.33
C  -1.638  -0.727  -0.042  0.16
C  0.486  0.334  0.302  0.30
N  -2.135  -1.462  1.001  -0.48
C  0.678  -0.828  -0.004  0.16
C  2.917  0.023  0.058  -0.22
C  -2.175  -0.503  -1.239  -0.88
N  3.513  0.407  -0.969  -0.53
H  -1.897  -1.162  1.932  0.21
H  -3.084  -1.825  0.926  0.21
H  2.895  0.627  -1.757  0.26
H  0.839  -1.863  -0.189  0.36
H  3.492  -0.250  0.956  0.28
H  -0.725  2.022  0.240  0.34
H  0.351  1.941  1.652  0.29
H  1.020  2.339  0.060  0.34
H  -3.208  -0.772  -1.475  0.27
H  -1.603  -0.040  -2.034  0.25

Atoms 1-3, force components in eV/Å:
0.0 0.1 0.1
-1.0 -0.2 -0.3
0.1 -0.8 -0.3

How do the records compare in relative energy (zero: lowest compared OMol25 entry of this formula, charge and spin)? In the order shown, they have 495.8, 162.1, 229.6, 547.2, 233.9, 804.3 kJ/mol.